Computed, not measured: 16 unconnected molecules or ions with the total composition C44H130N10O16 in a non-equilibrium geometry, with wB97M-V/def2-TZVPD.

Element x y z (Å)
O (1.19, -2.71, 3.02)
H (0.92, -2.20, 2.25)
H (0.44, -2.61, 3.61)
H (1.89, -2.24, 3.46)
O (-1.07, 0.17, 2.67)
H (-0.28, 0.15, 2.13)
H (-0.94, 0.83, 3.35)
H (-1.23, -0.70, 3.03)
C (-0.48, -0.47, -0.86)
C (0.93, -0.37, -0.25)
O (0.81, -0.91, 1.01)
H (-0.48, -0.16, -1.91)
H (-1.20, 0.19, -0.37)
H (-0.92, -1.47, -0.84)
H (1.38, 0.61, -0.09)
H (1.70, -0.89, -0.81)
C (-2.97, -3.46, 3.49)
C (-1.76, -3.21, 4.36)
O (-1.07, -1.99, 4.17)
H (-3.41, -4.45, 3.63)
H (-2.74, -3.13, 2.48)
H (-3.85, -2.84, 3.69)
H (-1.05, -4.03, 4.32)
H (-2.11, -3.25, 5.39)
C (-7.94, -4.77, 0.86)
C (-8.50, -5.23, -0.49)
C (-7.39, -5.76, -1.46)
O (-6.35, -4.82, -1.55)
C (-5.21, -5.26, -2.22)
N (-9.50, -6.27, -0.24)
H (-6.97, -5.16, 1.14)
H (-8.70, -4.90, 1.63)
H (-7.64, -3.73, 0.76)
H (-9.05, -4.37, -0.87)
H (-7.80, -5.95, -2.45)
H (-6.95, -6.72, -1.20)
H (-4.48, -4.46, -2.21)
H (-5.41, -5.69, -3.20)
H (-4.61, -6.00, -1.69)
H (-9.46, -6.92, -1.01)
H (-10.36, -5.73, -0.33)
C (2.70, -3.96, 6.53)
C (2.99, -2.47, 6.23)
C (4.12, -1.93, 7.21)
O (4.14, -0.51, 6.97)
C (5.06, 0.15, 7.91)
N (3.27, -2.32, 4.77)
H (3.52, -4.65, 6.33)
H (1.79, -4.38, 6.13)
H (2.44, -3.90, 7.59)
H (2.09, -1.91, 6.47)
H (5.11, -2.34, 6.99)
H (3.91, -2.15, 8.25)
H (5.96, -0.45, 8.03)
H (4.58, 0.36, 8.86)
H (5.24, 1.19, 7.65)
H (4.16, -2.79, 4.72)
H (3.54, -1.35, 4.63)
C (-0.20, 3.14, 6.48)
C (-0.32, 2.58, 5.09)
C (0.48, 3.24, 3.90)
O (0.02, 2.84, 2.57)
C (1.04, 3.07, 1.60)
N (-0.08, 1.18, 5.15)
H (-0.23, 4.23, 6.41)
H (0.72, 2.99, 7.05)
H (-0.99, 2.68, 7.07)
H (-1.34, 2.81, 4.78)
H (1.49, 2.87, 4.07)
H (0.60, 4.32, 3.98)
H (1.98, 2.59, 1.88)
H (1.35, 4.11, 1.71)
H (0.70, 2.82, 0.60)
H (-0.47, 0.70, 5.94)
H (0.92, 1.07, 5.27)
C (3.11, -4.74, -1.64)
C (2.56, -5.13, -0.23)
C (1.00, -5.07, -0.31)
O (0.18, -5.73, 0.62)
C (-1.17, -5.35, 0.80)
N (2.92, -6.53, 0.10)
H (2.50, -3.90, -1.97)
H (3.07, -5.55, -2.37)
H (4.18, -4.50, -1.62)
H (2.95, -4.48, 0.56)
H (0.54, -5.37, -1.25)
H (0.80, -4.00, -0.25)
H (-1.04, -4.32, 1.12)
H (-1.85, -5.85, 1.49)
H (-1.68, -5.25, -0.16)
H (2.16, -6.81, 0.71)
H (2.87, -7.09, -0.73)
C (7.81, 1.99, 2.13)
C (7.41, 2.01, 0.66)
C (6.26, 1.04, 0.35)
O (6.31, 0.67, -1.14)
C (5.00, 0.34, -1.73)
N (7.04, 3.41, 0.26)
H (8.13, 1.05, 2.56)
H (7.05, 2.41, 2.79)
H (8.67, 2.64, 2.24)
H (8.32, 1.77, 0.10)
H (5.24, 1.38, 0.53)
H (6.44, 0.14, 0.93)
H (4.18, 1.05, -1.80)
H (4.54, -0.47, -1.15)
H (5.20, -0.03, -2.73)
H (7.67, 4.12, 0.63)
H (7.19, 3.51, -0.73)
C (-4.72, -1.52, 0.15)
C (-4.28, -0.19, -0.53)
C (-5.38, 0.42, -1.41)
O (-4.81, 1.62, -1.93)
C (-5.53, 2.29, -2.88)
N (-3.64, 0.71, 0.44)
H (-5.74, -1.52, 0.52)
H (-4.00, -1.70, 0.95)
H (-4.79, -2.39, -0.49)
H (-3.56, -0.28, -1.34)
H (-6.25, 0.65, -0.79)
H (-5.64, -0.31, -2.18)
H (-6.34, 2.94, -2.56)
H (-5.84, 1.57, -3.64)
H (-4.83, 2.94, -3.42)
H (-4.50, 0.92, 0.93)
H (-3.53, 1.46, -0.22)
C (2.82, 5.50, -1.98)
C (2.35, 6.62, -2.92)
C (1.82, 7.76, -2.01)
O (1.37, 8.79, -2.89)
C (0.97, 9.85, -2.11)
N (3.55, 6.98, -3.72)
H (1.97, 4.90, -1.64)
H (3.32, 5.98, -1.14)
H (3.44, 4.71, -2.39)
H (1.60, 6.33, -3.66)
H (2.72, 7.90, -1.42)
H (0.97, 7.42, -1.42)
H (0.04, 9.71, -1.55)
H (0.74, 10.64, -2.83)
H (1.79, 10.19, -1.48)
H (3.21, 7.78, -4.24)
H (3.58, 6.27, -4.44)
C (-1.42, -3.18, -5.85)
C (-1.23, -2.23, -4.61)
C (-2.51, -1.35, -4.42)
O (-2.61, -0.42, -5.49)
C (-3.67, 0.46, -5.42)
N (-0.93, -3.03, -3.40)
H (-2.42, -3.62, -5.76)
H (-0.58, -3.87, -5.90)
H (-1.38, -2.71, -6.83)
H (-0.36, -1.65, -4.89)
H (-2.38, -0.75, -3.52)
H (-3.38, -2.01, -4.43)
H (-4.67, 0.05, -5.28)
H (-3.56, 0.99, -6.36)
H (-3.53, 1.19, -4.63)
H (-0.53, -2.35, -2.78)
H (-1.77, -3.32, -2.92)
C (-2.61, 6.76, 2.55)
C (-3.14, 5.58, 1.72)
C (-2.22, 5.29, 0.55)
O (-3.02, 4.66, -0.40)
C (-2.34, 3.80, -1.28)
N (-3.15, 4.28, 2.37)
H (-1.70, 6.43, 3.06)
H (-3.36, 6.98, 3.31)
H (-2.24, 7.61, 1.98)
H (-4.17, 5.81, 1.43)
H (-1.36, 4.73, 0.90)
H (-1.93, 6.27, 0.15)
H (-1.76, 3.02, -0.78)
H (-1.70, 4.35, -1.97)
H (-3.08, 3.46, -2.00)
H (-2.45, 3.68, 1.95)
H (-4.11, 3.97, 2.26)
C (2.29, -2.28, -6.61)
C (3.24, -1.10, -6.56)
C (2.43, 0.25, -6.24)
O (1.41, 0.39, -7.20)
C (0.42, 1.24, -6.83)
N (4.21, -1.36, -5.44)
H (1.61, -2.14, -5.77)
H (2.82, -3.23, -6.60)
H (1.69, -2.16, -7.51)
H (3.76, -0.96, -7.51)
H (3.12, 1.08, -6.33)
H (2.10, 0.23, -5.20)
H (-0.48, 0.81, -6.39)
H (0.05, 1.76, -7.72)
H (0.77, 1.98, -6.11)
H (4.80, -2.12, -5.76)
H (4.93, -0.66, -5.33)
O (5.81, -2.14, 2.02)
H (6.44, -1.92, 1.33)
H (5.00, -1.71, 1.76)
O (3.20, -0.30, 2.39)
H (3.04, 0.52, 2.86)
H (2.54, -0.30, 1.69)

Results
Energy (eV): -95384.20810
Energy above the lowest of the compared OMol25 structures with the same formula, charge and spin (kJ/mol): 536.99
2S+1: 1
M (g mol⁻¹): 1055.58